[1]
# C2H9N3O

A cluster of 2 separate species, C2H9N3O in total (ωB97M-V with the def2-TZVPD basis set, OMol25).

Computed properties:
LUMO ... 0.626 eV
Energy above the lowest of the compared OMol25 structures with the same formula, charge and spin ... 0.692 eV
SMILES ... [H]/N=C(\N)NC.O
Orbital gap ... 9.77 eV
Electronic energy ... -8737.7474 eV
F_max ... 1.8 eV/A

Geometry as XYZ:
```
15
Properties=species:S:1:pos:R:3:forces:R:3
H 0.0096 -3.1479 0.5664 -0.24 -0.31 0.51
H -0.1826 -0.7680 1.5521 -0.05 0.06 0.26
N 0.5351 -0.1782 -0.9166 -0.31 -0.52 0.42
O 0.4188 -3.1114 -0.2918 0.17 0.74 -0.33
H -1.5498 0.0022 2.3901 0.17 0.65 -0.08
N -0.8288 0.9214 0.5682 0.74 1.35 0.43
C 0.2220 0.9124 -0.3275 -0.81 -0.40 -1.60
H 1.6315 2.1610 -1.0406 -0.05 0.09 0.01
N 0.6792 2.1892 -0.7076 -0.57 -0.19 1.13
C -1.1075 -0.2010 1.4183 -0.11 -1.58 -0.58
H 0.5666 2.8066 0.0988 0.43 0.16 -0.64
H -1.7963 -0.9009 0.9222 0.08 0.17 0.02
H 1.0083 -0.0940 -1.8057 0.61 0.34 0.33
H -1.0732 1.8481 0.8759 -0.10 -0.19 0.35
H 0.4470 -2.1393 -0.4527 0.03 -0.36 -0.23
```
Forces are in eV/Å.

Mulliken population analysis, charges in e, atoms 1 to 4: 0.314, 0.209, -0.585, -0.688



[2]
# C2H7IP2

The molecule C2H7IP2 (ωB97M-V with the def2-TZVPD basis set, OMol25).

Computed properties:
LUMO ... -0.141 eV
Energy above the lowest of the compared OMol25 structures with the same formula, charge and spin ... 0.865 eV
SMILES ... C[C@@H](P)PI
Orbital gap ... 9.09 eV
Electronic energy ... -28864.4877 eV
F_max ... 3.3 eV/A

Geometry as XYZ:
```
12
Properties=species:S:1:pos:R:3:forces:R:3
H -1.5516 -0.5044 -0.3703 1.37 0.35 -1.17
H 0.0976 1.2303 2.4726 0.66 -1.13 -0.03
H 0.2054 1.1798 -0.2079 1.10 -0.65 1.13
I 3.1178 1.9820 0.9152 -0.03 -0.26 -0.15
C 0.5159 0.1408 0.1286 -2.66 1.48 1.23
P -0.0690 -0.1748 2.0460 0.18 2.29 -1.43
H 2.3717 0.1743 -1.2627 0.40 0.55 -1.91
P 2.3214 -0.1813 0.0274 -0.45 -0.36 1.50
C -0.4944 -0.6221 -0.7812 1.16 -1.86 1.19
H -0.2693 -1.7157 -0.6234 -0.40 0.72 -0.70
H -0.2271 -0.3124 -1.8169 -1.02 -0.42 0.53
H -1.3523 0.3793 1.7923 -0.32 -0.72 -0.18
```
Forces are in eV/Å.

Mulliken population analysis, charges in e, atoms 1 to 4: 0.324, 0.054, 0.372, -0.069



Q: What is the formula in the first record?
A: C2H9N3O



Q: Among the records above, which one has the highest orbital gap?
A: C2H9N3O